# 1
Here is one molecule with the formula C21H24N4O4S2 in a non-equilibrium geometry from OMol25. Energies are from ωB97M-V with the def2-TZVPD basis set.

Last columns: bonded neighbours and bond lengths (Å).
Cartesian coordinates (Å):
1 C 0.24 4.76 -1.29  C2 1.524, H53 1.087, H54 1.088, H55 1.088
2 C 0.87 4.19 -0.02  C1 1.524, C3 1.526, H51 1.092, H52 1.091
3 C 0.06 3.02 0.52  C2 1.526, C4 1.531, H49 1.092, H50 1.093
4 C 0.65 2.47 1.82  C3 1.531, O5 1.418, H47 1.097, H48 1.093
5 O 0.22 1.14 2.08  C4 1.418, C6 1.359
6 C -1.10 0.91 2.32  O5 1.359, C7 1.393, C11 1.394
7 C -2.02 1.87 2.74  C6 1.393, C8 1.384, H46 1.078
8 C -3.34 1.52 2.96  C7 1.384, C9 1.382, H45 1.080
9 C -3.77 0.22 2.74  C8 1.382, C10 1.392, H44 1.079
10 C -2.86 -0.74 2.30  C9 1.392, C11 1.387, C13 1.488
11 C -1.53 -0.40 2.13  C6 1.394, C10 1.387, H12 1.079
12 H -0.79 -1.13 1.84  C11 1.079
13 C -3.34 -2.12 2.04  C10 1.488, O14 1.210, N15 1.378
14 O -4.08 -2.72 2.79  C13 1.210
15 N -2.88 -2.73 0.90  C13 1.378, C16 1.389, H43 1.014
16 C -2.12 -2.21 -0.14  N15 1.389, C17 1.397, C21 1.399
17 C -1.14 -3.01 -0.73  C16 1.397, C18 1.381, H42 1.080
18 C -0.31 -2.48 -1.70  C17 1.381, C19 1.382, H41 1.078
19 C -0.48 -1.16 -2.09  C18 1.382, C20 1.382, S24 1.778
20 C -1.50 -0.38 -1.58  C19 1.382, C21 1.381, H23 1.078
21 C -2.33 -0.91 -0.61  C16 1.399, C20 1.381, H22 1.078
22 H -3.13 -0.31 -0.21  C21 1.078
23 H -1.63 0.62 -1.95  C20 1.078
24 S 0.68 -0.44 -3.24  C19 1.778, O25 1.427, O26 1.429, N27 1.707
25 O 0.01 0.16 -4.35  S24 1.427
26 O 1.76 -1.35 -3.48  S24 1.429
27 N 1.24 0.88 -2.33  S24 1.707, C28 1.360, H40 1.010
28 C 2.07 0.71 -1.26  N27 1.360, N29 1.290, S39 1.750
29 N 2.90 1.60 -0.82  C28 1.290, N30 1.330
30 N 3.53 1.22 0.29  N29 1.330, C31 1.278
31 C 3.20 0.06 0.73  N30 1.278, C32 1.481, S39 1.771
32 C 3.75 -0.58 1.95  C31 1.481, C33 1.528, H37 1.091, H38 1.093
33 C 4.44 -1.90 1.63  C32 1.528, H34 1.088, H35 1.087, H36 1.087
34 H 3.74 -2.60 1.17  C33 1.088
35 H 4.83 -2.35 2.54  C33 1.087
36 H 5.27 -1.74 0.94  C33 1.087
37 H 4.46 0.12 2.40  C32 1.091
38 H 2.93 -0.75 2.65  C32 1.093
39 S 1.99 -0.74 -0.29  C28 1.750, C31 1.771
40 H 1.41 1.73 -2.86  N27 1.010
41 H 0.48 -3.06 -2.15  C18 1.078
42 H -1.01 -4.03 -0.40  C17 1.080
43 H -3.05 -3.73 0.88  N15 1.014
44 H -4.80 -0.06 2.89  C9 1.079
45 H -4.04 2.26 3.30  C8 1.080
46 H -1.71 2.89 2.92  C7 1.078
47 H 0.44 3.13 2.66  C4 1.097
48 H 1.74 2.38 1.71  C4 1.093
49 H -0.98 3.32 0.68  C3 1.092
50 H 0.05 2.21 -0.22  C3 1.093
51 H 0.93 4.97 0.74  C2 1.092
52 H 1.88 3.85 -0.24  C2 1.091
53 H 0.85 5.57 -1.68  C1 1.087
54 H -0.76 5.14 -1.09  C1 1.088
55 H 0.17 3.99 -2.06  C1 1.088

Calculated values
Kohn-Sham gap in eV: 8.779
HOMO level in eV: -8.92
SMILES: CCCCOc1cccc(C(=O)Nc2ccc(S(=O)(=O)Nc3nnc(CC)s3)cc2)c1

Löwdin population analysis, charges in e, atoms 1 to 2:
1. C -0.104
2. C -0.263

# 2
Here is one molecule with the formula C19H37NO4S2 in a non-equilibrium geometry from OMol25. Energies are from ωB97M-V with the def2-TZVPD basis set.

Last columns: bonded neighbours and bond lengths (Å).
Cartesian coordinates (Å):
1 C 1.48 0.51 3.34  C2 1.636, H27 1.186, H28 1.177, H29 1.175
2 C 0.24 1.53 3.65  C1 1.636, C3 1.661, H30 1.180, H31 1.194
3 C -0.59 2.04 2.31  C2 1.661, C4 1.630, H32 1.187, H33 1.194
4 C 0.20 1.82 0.90  C3 1.630, N5 1.496, H34 1.194, H35 1.194
5 N -0.48 2.28 -0.35  C4 1.496, C6 1.503, C21 1.512
6 C -1.63 3.22 -0.15  N5 1.503, C7 1.673, H36 1.180, H37 1.195
7 C -3.10 2.45 0.07  C6 1.673, C8 1.645, H38 1.171, H39 1.194
8 C -3.01 0.81 -0.12  C7 1.645, C9 1.639, H40 1.192, H41 1.171
9 C -2.80 0.31 -1.66  C8 1.639, C10 1.673, H42 1.175, H43 1.170
10 C -2.60 -1.35 -1.80  C9 1.673, C11 1.647, O15 1.471, H44 1.194
11 C -3.48 -2.18 -0.69  C10 1.647, C12 1.657, H45 1.194, H46 1.170
12 C -3.51 -3.80 -1.06  C11 1.657, O13 1.337, O14 1.500
13 O -2.55 -4.45 -1.73  C12 1.337
14 O -4.73 -4.57 -0.66  C12 1.500, H47 1.021
15 O -1.18 -1.74 -1.89  C10 1.471, C16 1.470
16 C -0.61 -2.08 -0.58  O15 1.470, C17 1.672, H48 1.189, H49 1.170
17 C 1.06 -1.95 -0.60  C16 1.672, O18 1.500, H50 1.183, H51 1.191
18 O 1.67 -3.32 -0.58  C17 1.500, C19 1.474
19 C 2.27 -3.59 0.74  O18 1.474, C20 1.671, H52 1.188, H53 1.186
20 C 3.22 -4.96 0.75  C19 1.671, H54 1.173, H55 1.188, H56 1.181
21 C 0.44 2.96 -1.34  N5 1.512, S22 1.735, S23 1.874
22 S 0.28 2.53 -3.01  C21 1.735
23 S 1.73 4.27 -0.96  C21 1.874, C24 1.875
24 C 3.37 3.40 -0.67  S23 1.875, C25 1.644, H57 1.193, H58 1.191
25 C 3.38 1.80 -1.06  C24 1.644, C26 1.667, H59 1.194, H60 1.179
26 C 3.62 1.52 -2.69  C25 1.667, H61 1.182, H62 1.190, H63 1.170
27 H 1.77 0.00 4.36  C1 1.186
28 H 2.40 1.01 2.79  C1 1.177
29 H 1.07 -0.33 2.63  C1 1.175
30 H -0.53 1.14 4.46  C2 1.180
31 H 0.72 2.51 4.14  C2 1.194
32 H -1.65 1.51 2.37  C3 1.187
33 H -0.82 3.19 2.52  C3 1.194
34 H 1.30 2.25 1.06  C4 1.194
35 H 0.37 0.64 0.79  C4 1.194
36 H -1.46 4.08 0.63  C6 1.180
37 H -1.78 3.78 -1.19  C6 1.195
38 H -3.54 2.72 1.12  C7 1.171
39 H -3.90 2.83 -0.73  C7 1.194
40 H -4.06 0.38 0.25  C8 1.192
41 H -2.20 0.36 0.60  C8 1.171
42 H -3.70 0.71 -2.30  C9 1.175
43 H -1.81 0.78 -2.07  C9 1.170
44 H -3.08 -1.61 -2.86  C10 1.194
45 H -4.61 -1.81 -0.83  C11 1.194
46 H -3.21 -1.96 0.43  C11 1.170
47 H -5.48 -4.01 -1.09  O14 1.021
48 H -0.81 -3.20 -0.24  C16 1.189
49 H -0.96 -1.41 0.31  C16 1.170
50 H 1.44 -1.33 -1.54  C17 1.183
51 H 1.38 -1.44 0.42  C17 1.191
52 H 3.00 -2.73 1.12  C19 1.188
53 H 1.47 -3.75 1.59  C19 1.186
54 H 3.16 -5.53 -0.27  C20 1.173
55 H 4.36 -4.70 0.98  C20 1.188
56 H 2.85 -5.69 1.61  C20 1.181
57 H 4.23 3.91 -1.33  C24 1.193
58 H 3.70 3.46 0.47  C24 1.191
59 H 4.35 1.35 -0.54  C25 1.194
60 H 2.48 1.19 -0.62  C25 1.179
61 H 3.39 2.50 -3.31  C26 1.182
62 H 2.80 0.71 -2.98  C26 1.190
63 H 4.66 1.04 -2.92  C26 1.170

Calculated values
Kohn-Sham gap in eV: 7.509
HOMO level in eV: -8.48
SMILES: CCCCN(CCCC[C@H](CC(=O)O)OCCOCC)C(=S)SCCC

Löwdin population analysis, charges in e, atoms 1 to 2:
1. C -0.150
2. C -0.245

# 3
Here is one molecule with the formula C2H2N2OS in a non-equilibrium geometry from OMol25. Energies are from ωB97M-V with the def2-TZVPD basis set.

Last columns: bonded neighbours and bond lengths (Å).
Cartesian coordinates (Å):
1 C -0.75 1.44 0.05  C2 1.338, N3 1.172
2 C -0.31 0.17 0.07  C1 1.338, N4 1.383, S6 1.714
3 N -1.05 2.55 -0.15  C1 1.172
4 N 1.04 -0.07 -0.06  C2 1.383, H7 1.075, H8 1.003
5 O -0.60 -2.41 -0.11  S6 1.516
6 S -1.41 -1.13 -0.06  C2 1.714, O5 1.516
7 H 1.84 0.50 0.36  N4 1.075
8 H 1.25 -1.05 -0.09  N4 1.003

Calculated values
<S²>: 2.017
Kohn-Sham gap (spin up / spin down) in eV: 7.752 / 8.542
Multiplicity: 3
HOMO level (spin up / spin down) in eV: -7.45 / -11.19

Löwdin population analysis, charges in e, atoms 1 to 2:
1. C -0.309
2. C -0.633

# 4
Here is a 2-piece molecular cluster, C4H12O2S2 overall in a non-equilibrium geometry from OMol25. Energies are from ωB97M-V with the def2-TZVPD basis set.

Last columns: bonded neighbours and bond lengths (Å).
Cartesian coordinates (Å):
1 C -0.20 0.59 1.06  C2 1.542, C4 1.547, H8 1.069, H9 1.071
2 C 0.41 1.54 2.11  C1 1.542, O3 1.374, H10 1.126, H11 1.035
3 O 0.50 2.88 1.81  C2 1.374, H12 0.945
4 C -0.22 -0.89 1.52  C1 1.547, S5 1.921, H13 1.138, H14 1.064
5 S 0.45 -2.12 0.21  C4 1.921, S6 1.974
6 S -0.82 -2.92 -1.08  S5 1.974, C7 1.860
7 C -1.31 -1.56 -2.26  S6 1.860, H15 1.171, H16 1.048, H17 1.137
8 H -1.15 1.07 0.93  C1 1.069
9 H 0.36 0.82 0.18  C1 1.071
10 H -0.11 1.40 3.10  C2 1.126
11 H 1.39 1.29 2.33  C2 1.035
12 H -0.20 3.05 1.21  O3 0.945
13 H -1.24 -1.19 1.94  C4 1.138
14 H 0.48 -0.99 2.31  C4 1.064
15 H -2.43 -1.24 -2.40  C7 1.171
16 H -1.03 -0.60 -1.98  C7 1.048
17 H -0.78 -1.82 -3.23  C7 1.137
18 H 2.14 -0.20 -2.01  O20 0.950
19 H 1.76 0.26 -3.30  O20 0.984
20 O 2.00 0.64 -2.43  H18 0.950, H19 0.984

Calculated values
Kohn-Sham gap in eV: 9.339
HOMO level in eV: -8.73
SMILES: CSSCCCO.O

Löwdin population analysis, charges in e, atoms 1 to 2:
1. C -0.237
2. C -0.332

Short version: total energy = -2130.98687 -1897.80184 -660.23382 -1106.39427 a.u., in the order given.
Short version: energy above the lowest of the compared OMol25 structures with the same formula, charge and spin = 162.93 924.82 0.00 123.46 kJ/mol, in the order given.